28
Properties=species:S:1:pos:R:3 method="wB97M-V/def2-TZVPD" homo_lumo_gap_ev="8.5 / 8.4" s_squared=2.005 largest_force_ha_per_bohr=0.0351 spin_multiplicity=3
Ni -0.002 0.020 -0.122
O -3.498 -0.329 1.922
C -2.375 -0.253 1.474
O -2.012 -0.176 0.259
C -1.166 -0.224 2.469
C -1.207 -0.128 3.853
C -0.001 -0.063 4.541
C 1.204 -0.128 3.853
C 1.163 -0.224 2.470
N -0.001 -0.256 1.845
C 2.373 -0.254 1.474
O 3.494 -0.330 1.922
O 2.010 -0.178 0.259
H -2.164 -0.103 4.351
H 0.000 0.029 5.618
H 2.162 -0.104 4.350
N 0.000 5.811 2.704
C 0.000 5.107 1.801
C 0.000 4.273 0.656
C 0.000 4.833 -0.622
C 0.000 3.977 -1.708
C 0.000 2.608 -1.484
N -0.001 2.076 -0.261
C -0.001 2.887 0.790
H 0.001 5.905 -0.750
H 0.000 4.367 -2.714
H -0.001 1.905 -2.308
H -0.001 2.435 1.773

---

16
Properties=species:S:1:pos:R:3 method="wB97M-V/def2-TZVPD" e_above_lowest_kj_mol=214.6 homo_lumo_gap_ev=10.7 smiles="NCC(=O)O.O.O" largest_force_ha_per_bohr=0.1062
N 1.687 -1.865 -1.105
C 0.203 -1.930 -0.640
C 0.019 -0.735 0.367
O 0.625 -0.533 1.467
O -0.893 0.207 -0.125
H 2.304 -2.080 -0.212
H 1.858 -2.870 -1.453
H 0.087 -2.974 -0.040
H -0.605 -1.989 -1.440
H -1.567 0.728 0.420
O 0.284 2.745 -0.790
H 0.451 1.902 -1.221
H 1.281 3.014 -0.770
O -1.752 1.784 1.898
H -1.349 2.634 1.531
H -2.632 1.961 2.113

---

12
Properties=species:S:1:pos:R:3 method="wB97M-V/def2-TZVPD" e_above_lowest_kj_mol=70.9 homo_lumo_gap_ev=10.5 smiles=CCOP(O)Cl largest_force_ha_per_bohr=0.0628
C 0.115 1.734 0.142
C -0.085 0.220 -0.167
O -1.190 -0.213 0.701
P -2.580 -0.888 -0.039
O -3.494 -0.897 1.299
Cl -3.388 0.639 -1.001
H 0.433 1.885 1.160
H 0.626 2.359 -0.522
H -0.921 2.063 0.085
H 0.746 -0.495 -0.086
H -0.397 -0.166 -1.206
H -3.593 -0.093 1.813

---

18
Properties=species:S:1:pos:R:3 method="wB97M-V/def2-TZVPD" e_above_lowest_kj_mol=383.0 homo_lumo_gap_ev=10.2 smiles=OO[C@](O)(Cl)c1ccccc1 largest_force_ha_per_bohr=0.1041
O 1.318 -2.532 1.297
O 0.082 -2.522 0.635
C -0.582 -1.317 0.904
O -0.656 -0.933 2.250
Cl -2.224 -1.722 0.392
C -0.229 -0.117 0.057
C 0.080 1.105 0.676
C 0.462 2.178 -0.108
C 0.444 2.072 -1.468
C -0.170 0.959 -2.057
C -0.447 -0.201 -1.282
H 1.838 -2.069 0.717
H -0.669 -1.783 2.860
H 0.115 1.136 1.660
H 0.693 2.974 0.543
H 0.903 2.899 -2.137
H 0.023 0.879 -3.127
H -0.980 -1.008 -1.813

---

14
Properties=species:S:1:pos:R:3 method="wB97M-V/def2-TZVPD" e_above_lowest_kj_mol=290.8 homo_lumo_gap_ev="7.7 / 7.7" largest_force_ha_per_bohr=0.0096
C 0.102 -1.242 -0.895
C 0.396 0.251 -0.604
C -0.987 0.864 -0.281
C -1.277 0.445 1.136
C 0.066 0.356 1.701
C 1.028 0.332 0.747
H 0.973 -1.889 -0.756
H -0.298 -1.384 -1.903
H 0.981 0.710 -1.412
H -1.760 0.628 -1.021
H -0.922 1.962 -0.206
H -0.664 -1.565 -0.180
H 0.258 0.232 2.763
H 2.105 0.298 0.910

---

35
Properties=species:S:1:pos:R:3 method="wB97M-V/def2-TZVPD" e_above_lowest_kj_mol=34.8 homo_lumo_gap_ev=11.4 charge=+1 largest_force_ha_per_bohr=0.0383
C -0.360 -1.416 3.126
C 0.760 -0.930 2.169
C 1.136 -2.121 1.261
C 1.946 -1.765 0.029
N 1.358 -0.743 -0.813
C 0.562 -0.898 -1.831
N 0.292 -2.035 -2.414
H -1.310 -1.393 2.597
H -0.174 -2.439 3.463
H -0.501 -0.802 4.020
H 0.167 -0.173 1.660
H 1.671 -0.444 2.520
H 0.202 -2.525 0.862
H 1.609 -2.791 1.965
H 2.987 -1.487 0.203
H 2.070 -2.681 -0.553
H 1.283 0.200 -0.454
H 0.104 -0.005 -2.212
H 0.688 -2.918 -2.151
H -0.518 -2.066 -3.014
H 2.296 3.954 -0.727
H 2.009 3.178 -1.962
O 1.965 3.087 -1.000
H -2.628 2.152 -1.418
H -3.628 2.128 -0.271
O -3.494 1.802 -1.170
H -0.418 1.931 0.068
H 0.091 2.389 -1.212
O -0.407 1.620 -0.869
H -2.871 -0.484 -3.376
H -2.878 0.044 -1.990
O -2.332 -0.509 -2.573
H 0.224 2.944 2.179
H -1.383 2.704 2.115
O -0.515 2.491 1.771

---

22
Properties=species:S:1:pos:R:3 method="wB97M-V/def2-TZVPD" e_above_lowest_kj_mol=59.1 homo_lumo_gap_ev=9.9 smiles=CNCCNCCS largest_force_ha_per_bohr=0.0198
C -3.810 1.191 1.312
N -3.252 -0.158 1.350
C -1.793 -0.178 1.327
C -1.217 -0.371 -0.071
N 0.025 -1.127 -0.041
C 1.007 -0.755 -1.035
C 1.817 0.466 -0.574
S 3.487 0.536 -1.257
H -4.898 1.167 1.204
H -3.414 1.686 0.425
H -3.591 1.771 2.223
H -3.577 -0.635 2.179
H -1.299 0.658 1.856
H -1.477 -1.027 1.939
H -1.989 -0.906 -0.644
H -1.122 0.556 -0.651
H -0.203 -2.109 -0.105
H 1.711 -1.569 -1.203
H 0.585 -0.540 -2.030
H 1.818 0.449 0.518
H 1.330 1.398 -0.845
H 3.894 -0.642 -0.769

---

17
Properties=species:S:1:pos:R:3 method="wB97M-V/def2-TZVPD" e_above_lowest_kj_mol=232.3 homo_lumo_gap_ev="6.8 / 5.9" charge=+2 s_squared=3.759 largest_force_ha_per_bohr=0.0495 spin_multiplicity=4
O 2.545 -1.408 0.248
C -1.957 -0.848 -0.237
C 1.316 -1.663 -0.302
O -2.902 -0.408 -0.695
O -1.141 -1.559 0.271
C 0.322 -1.274 0.774
Co 3.816 -0.342 0.171
H 1.186 -2.731 -0.549
H 1.117 -1.082 -1.223
H 0.295 -0.208 1.012
H 0.349 -1.904 1.665
C -1.022 2.486 0.397
C -0.623 1.992 -0.779
H -0.356 2.510 1.263
H -2.054 2.807 0.560
H 0.399 1.635 -0.930
H -1.287 1.998 -1.648

---

11
Properties=species:S:1:pos:R:3 method="wB97M-V/def2-TZVPD" e_above_lowest_kj_mol=231.8 homo_lumo_gap_ev=9.8 smiles="Nn1[nH]oc(=O)c1=O" largest_force_ha_per_bohr=0.0785
N 1.779 -0.052 -0.112
N 0.516 -0.153 0.305
N -0.166 -1.411 -0.227
O -1.443 -1.057 -0.222
C -1.713 0.250 0.039
O -2.801 0.638 0.032
C -0.375 0.893 0.049
O 0.059 2.032 -0.190
H 2.477 0.264 0.601
H 1.786 0.603 -0.859
H -0.118 -2.007 0.583

---

119
Properties=species:S:1:pos:R:3 method="wB97M-V/def2-TZVPD" e_above_lowest_kj_mol=337.4 homo_lumo_gap_ev=6.4 charge=+2 largest_force_ha_per_bohr=0.0146
Sn -0.480 -0.703 -0.908
F -0.469 0.701 1.176
Ge -1.614 1.437 2.332
C -0.410 2.477 3.375
C -1.046 3.005 4.448
C -0.809 4.241 5.208
C 0.332 4.920 5.310
C 1.618 4.389 4.735
C 0.734 3.103 2.688
P 1.298 3.265 0.949
C 2.343 1.766 0.376
C 2.338 0.468 1.092
C 3.439 -0.570 0.810
C 4.605 0.393 -0.700
C 4.517 1.858 -0.848
C 3.474 2.472 -0.319
C 2.250 3.330 2.499
C 3.538 2.710 2.871
C 3.826 2.214 4.071
C 2.889 2.183 5.193
C 1.927 3.068 5.440
C 1.451 4.334 3.212
C -2.675 0.005 3.087
C -3.559 0.349 4.116
C -4.550 -0.528 4.540
C -4.689 -1.760 3.930
C -3.801 -2.141 2.935
C -2.783 -1.283 2.526
P -1.526 -1.929 1.396
C -2.106 -3.517 0.791
C -1.948 -4.700 1.514
C -2.376 -5.901 0.973
C -2.964 -5.928 -0.288
C -3.134 -4.754 -1.008
C -2.702 -3.548 -0.472
C -0.098 -2.274 2.487
C 0.895 -3.129 2.009
C 2.023 -3.403 2.767
C 2.193 -2.797 4.007
C 1.215 -1.938 4.489
C 0.069 -1.687 3.742
C -2.899 2.552 1.377
C -3.723 3.270 2.258
C -4.764 4.058 1.801
C -5.014 4.149 0.437
C -4.210 3.457 -0.446
C -3.153 2.657 0.008
P -2.137 1.822 -1.245
C -1.811 3.169 -2.438
C -1.955 3.029 -3.816
C -1.629 4.080 -4.667
C -1.148 5.273 -4.151
C -1.000 5.419 -2.777
C -1.327 4.375 -1.926
C -3.291 0.639 -2.026
C -4.518 0.305 -1.446
C -5.297 -0.715 -1.979
C -4.865 -1.423 -3.092
C -3.638 -1.120 -3.667
C -2.852 -0.110 -3.129
H -1.950 2.498 4.769
H -1.682 4.630 5.721
H 0.343 5.855 5.857
H 2.440 5.081 4.938
H 1.684 0.335 1.946
H 3.347 -1.497 1.367
H 5.363 -0.080 -1.322
H 5.268 2.389 -1.418
H 3.361 3.545 -0.433
H 4.302 2.687 2.101
H 4.807 1.778 4.225
H 3.008 1.369 5.900
H 1.315 2.888 6.316
H 1.262 5.305 2.755
H -3.497 1.312 4.601
H -5.221 -0.236 5.337
H -5.476 -2.436 4.235
H -3.893 -3.122 2.487
H -1.484 -4.683 2.493
H -2.252 -6.819 1.533
H -3.292 -6.871 -0.707
H -3.599 -4.776 -1.985
H -2.867 -2.632 -1.034
H 0.771 -3.602 1.049
H 2.765 -4.102 2.396
H 3.071 -3.011 4.603
H 1.328 -1.477 5.462
H -0.695 -1.047 4.163
H -3.552 3.231 3.327
H -5.379 4.603 2.506
H -5.825 4.763 0.068
H -4.391 3.544 -1.512
H -2.353 2.120 -4.243
H -1.764 3.965 -5.734
H -0.900 6.091 -4.815
H -0.635 6.352 -2.367
H -1.222 4.511 -0.854
H -4.874 0.843 -0.577
H -6.252 -0.950 -1.525
H -5.484 -2.205 -3.513
H -3.291 -1.666 -4.535
H -1.897 0.107 -3.592
O 4.734 -0.097 0.657
S 2.973 -0.520 -0.985
N 1.734 0.549 -0.313
C 0.801 -4.905 -0.968
Si 1.408 -3.377 -1.814
C 3.217 -3.567 -2.207
C 0.410 -3.126 -3.361
O 1.234 -1.980 -0.887
H 0.917 -5.741 -1.667
H -0.260 -4.841 -0.711
H 1.364 -5.165 -0.067
H 3.410 -4.563 -2.615
H 3.849 -3.466 -1.316
H 3.552 -2.843 -2.955
H 0.517 -3.966 -4.054
H 0.720 -2.220 -3.890
H -0.657 -3.039 -3.126

---

82
Properties=species:S:1:pos:R:3 method="wB97M-V/def2-TZVPD" e_above_lowest_kj_mol=72.2 homo_lumo_gap_ev="6.9 / 4.9" charge=+2 s_squared=6.036 largest_force_ha_per_bohr=0.0084 spin_multiplicity=5
Pd -0.447 0.626 -0.055
N 2.574 -1.080 -0.639
C 2.216 -2.338 -0.195
C 2.840 -3.458 -0.761
C 2.490 -4.734 -0.382
C 1.511 -4.944 0.590
C 0.882 -3.859 1.152
C 1.207 -2.545 0.768
P 0.322 -1.189 1.533
C 1.366 -0.390 2.761
C 0.854 0.632 3.564
C 1.665 1.254 4.497
C 2.998 0.876 4.620
C 3.513 -0.136 3.823
C 2.700 -0.775 2.898
C -1.139 -1.875 2.328
C -2.022 -2.617 1.530
C -3.180 -3.141 2.079
C -3.477 -2.915 3.417
C -2.606 -2.181 4.209
C -1.435 -1.662 3.672
H 2.446 -0.305 -0.007
H 3.460 -1.036 -1.117
H 3.613 -3.306 -1.506
H 2.988 -5.579 -0.839
H 1.254 -5.945 0.905
H 0.133 -4.022 1.913
H -0.181 0.935 3.470
H 1.262 2.034 5.130
H 3.632 1.366 5.348
H 4.546 -0.439 3.928
H 3.100 -1.584 2.297
H -1.775 -2.818 0.492
H -3.848 -3.730 1.464
H -4.383 -3.323 3.846
H -2.824 -2.028 5.258
H -0.749 -1.122 4.310
Cl -1.175 2.618 1.340
C -2.790 2.223 1.871
C -3.372 3.079 2.768
C -4.682 2.829 3.183
C -5.389 1.746 2.694
C -4.796 0.889 1.784
Cl -5.703 -0.436 1.192
C -3.459 1.093 1.338
S -2.782 0.009 0.214
H -2.831 3.939 3.136
H -5.152 3.502 3.889
H -6.406 1.559 3.009
C 3.095 2.402 -3.934
C 2.658 2.269 -2.518
C 3.207 2.725 -1.338
C 2.323 2.349 -0.320
N 1.285 1.689 -0.840
N 1.517 1.646 -2.176
C 2.490 2.575 1.142
H 4.136 2.714 -3.978
H 2.498 3.154 -4.454
H 3.002 1.455 -4.468
H 4.128 3.274 -1.226
H 0.830 1.250 -2.793
H 2.982 3.531 1.316
H 3.113 1.797 1.592
H 1.538 2.576 1.668
O -2.829 3.581 -4.173
C -2.287 2.732 -3.338
O -2.341 2.847 -2.137
C -1.589 1.577 -4.020
C -1.074 1.606 -5.309
C -0.394 0.490 -5.767
C -0.201 -0.652 -5.010
C -0.711 -0.625 -3.724
C -1.418 0.451 -3.230
N -0.491 -1.758 -2.816
O -0.271 -2.837 -3.287
O -0.534 -1.517 -1.607
N 0.191 0.529 -7.135
O 0.088 1.573 -7.738
O 0.728 -0.484 -7.520
H -1.166 2.470 -5.953
H 0.335 -1.503 -5.406
H -1.802 0.416 -2.221

---

22
Properties=species:S:1:pos:R:3 method="wB97M-V/def2-TZVPD" e_above_lowest_kj_mol=157.9 homo_lumo_gap_ev=9.2 smiles="CN=P(C)(C)O.C=C" largest_force_ha_per_bohr=0.0658
C 1.029 -1.177 1.811
N 0.671 -0.311 0.630
P -0.834 -0.067 0.316
C -1.988 -1.496 -0.243
C -1.880 0.923 1.506
O -0.894 0.850 -0.969
H 0.667 -0.636 2.778
H 0.464 -2.105 1.698
H 2.134 -1.266 1.741
H -1.543 -2.517 -0.486
H -2.494 -1.706 0.716
H -2.630 -1.088 -1.031
H -2.426 0.334 2.226
H -1.081 1.516 1.917
H -2.499 1.727 1.132
H -0.007 1.178 -1.261
C 2.198 1.358 -2.643
C 2.300 0.604 -1.509
H 2.123 0.881 -3.556
H 1.878 2.375 -2.642
H 2.687 -0.410 -1.578
H 2.125 1.035 -0.554

---

76
Properties=species:S:1:pos:R:3 method="wB97M-V/def2-TZVPD" e_above_lowest_kj_mol=0.0 homo_lumo_gap_ev=8.1 charge=+1 largest_force_ha_per_bohr=0.0532
Ga 0.982 -0.321 0.441
C 0.732 3.085 -0.292
C 0.464 3.005 1.156
C -0.310 4.217 1.529
P -0.229 1.365 1.493
C -0.510 1.066 3.283
C -1.984 0.733 3.567
C -0.079 2.175 4.218
C -1.652 1.098 0.342
C -2.708 2.061 0.319
C -3.655 1.946 -0.674
C -4.759 2.991 -0.734
C -3.473 0.957 -1.658
C -2.469 0.065 -1.653
C -1.514 0.093 -0.617
N -0.498 -0.826 -0.580
C -0.509 -1.816 -1.665
C 0.253 -1.635 -2.821
C 1.159 -0.488 -3.022
C 0.285 -2.691 -3.724
C -0.495 -3.873 -3.589
C -0.586 -4.807 -4.763
C -1.315 -3.944 -2.502
C -1.266 -2.964 -1.476
C -2.317 -3.026 -0.431
H 1.311 3.981 -0.447
H -0.150 3.145 -0.996
H 1.393 2.271 -0.591
H 1.434 2.906 1.636
H -1.186 4.176 0.892
H 0.199 5.125 1.260
H -0.600 4.299 2.617
H 0.103 0.186 3.543
H -2.610 1.632 3.507
H -1.982 0.374 4.616
H -2.424 0.136 2.761
H -0.637 3.106 3.953
H 0.930 2.353 4.161
H -0.286 1.790 5.215
H -2.835 2.806 1.115
H -5.027 3.252 0.314
H -5.644 2.577 -1.165
H -4.368 3.869 -1.206
H -4.334 0.761 -2.314
H -2.464 -0.588 -2.503
H 1.928 -0.519 -2.251
H 0.567 0.429 -2.813
H 1.636 -0.530 -3.965
H 0.945 -2.611 -4.613
H -0.014 -5.661 -4.550
H -0.204 -4.307 -5.647
H -1.621 -5.120 -4.946
H -1.909 -4.865 -2.322
H -3.279 -2.742 -0.847
H -2.112 -2.337 0.412
H -2.344 -4.021 0.002
N -0.283 -2.185 2.371
N 0.941 -1.930 1.690
H -0.198 -3.087 2.840
H -1.008 -2.340 1.667
H 1.289 -2.719 1.153
H 1.659 -1.790 2.418
C 4.163 -1.093 1.499
C 3.882 -0.088 0.418
C 4.023 1.396 0.890
C 4.779 -0.344 -0.797
O 2.631 -0.295 -0.081
H 5.249 -1.143 1.673
H 3.858 -2.086 1.119
H 3.750 -0.857 2.479
H 5.022 1.569 1.353
H 3.251 1.792 1.615
H 3.906 2.039 -0.033
H 5.858 -0.111 -0.566
H 4.476 0.304 -1.629
H 4.786 -1.372 -1.052